1.
Below is C12H18Cl2NO5PPtSTe as an isolated structure, with properties calculated with ωB97M-V with the def2-TZVPD basis set.

HOMO energy, eV: -6.930
Kohn-Sham gap, hartree: 0.204

Structure (ORCA input):
```
! wB97M-V def2-TZVPD RIJCOSX def2/J DEFGRID3
* xyz 0 1
Pt -0.859 -0.228 0.602
Cl 0.226 0.183 2.804
C 0.044 1.932 2.832
C 0.174 2.548 4.061
C 0.041 3.925 4.137
C -0.209 4.655 2.987
C -0.329 4.007 1.769
Cl -0.607 4.959 0.352
C -0.214 2.618 1.650
S -0.286 1.860 0.066
H 0.368 1.954 4.943
H 0.131 4.425 5.090
H -0.315 5.730 3.022
N 3.788 0.816 -1.151
C 3.798 -0.073 0.005
C 2.501 -0.869 0.059
O 2.086 -1.404 1.052
O 1.852 -0.926 -1.101
H 4.720 1.065 -1.448
H 3.282 1.671 -0.951
H 2.360 -0.381 -1.739
H 3.927 0.413 0.974
H 4.604 -0.801 -0.109
C -0.149 -1.949 -3.791
C -0.635 -0.727 -3.047
O -2.072 -0.700 -3.018
P -2.932 -1.067 -1.746
O -2.509 -0.228 -0.510
Te -5.205 -0.919 -2.113
O -2.378 -2.563 -1.443
C -2.735 -3.165 -0.200
C -1.547 -3.180 0.732
H 0.940 -1.934 -3.860
H -0.559 -1.969 -4.801
H -0.454 -2.857 -3.273
H -0.337 0.194 -3.551
H -0.244 -0.704 -2.030
H -3.032 -4.191 -0.423
H -3.597 -2.657 0.237
H -0.720 -3.756 0.320
H -1.803 -3.540 1.727
H -1.119 -2.164 0.881
*
```


2.
Below is a single C22H19N3OS molecule at a distorted geometry, with properties calculated with ωB97M-V with the def2-TZVPD basis set.

HOMO energy, eV: -7.887
Kohn-Sham gap, hartree: 0.311

Structure (ORCA input):
```
! wB97M-V def2-TZVPD RIJCOSX def2/J DEFGRID3
* xyz 0 1
C 1.725 -1.557 -2.054
C 0.280 -1.225 -1.634
N -0.730 -1.899 -1.679
C -1.740 -1.240 -1.102
C -3.077 -1.679 -0.933
C -4.037 -0.905 -0.250
C -5.440 -1.383 0.178
C -6.101 -0.798 1.275
C -7.494 -1.076 1.451
C -8.127 -2.093 0.639
C -7.499 -2.663 -0.339
C -6.172 -2.308 -0.579
C -3.617 0.270 0.362
C -2.279 0.756 0.249
C -1.328 -0.059 -0.496
N 0.032 -0.021 -0.868
C 1.016 0.769 -0.276
C 1.993 1.413 -0.914
C 2.893 2.119 -0.060
C 2.595 1.940 1.288
C 3.403 2.253 2.443
O 3.147 3.325 2.790
N 4.430 1.454 2.826
C 4.633 0.034 2.514
C 3.948 -0.831 3.552
C 5.500 -0.841 3.393
S 1.054 1.099 1.435
H 2.043 -2.311 -1.323
H 2.443 -0.814 -1.998
H 1.748 -2.083 -3.045
H -3.340 -2.561 -1.448
H -5.741 -0.065 1.913
H -7.999 -0.768 2.373
H -9.209 -2.205 0.886
H -7.995 -3.253 -1.103
H -5.704 -2.878 -1.377
H -4.331 0.876 0.977
H -1.902 1.734 0.666
H 2.064 1.289 -2.015
H 3.785 2.611 -0.471
H 4.882 1.747 3.638
H 4.404 -0.247 1.459
H 3.423 -0.234 4.313
H 3.397 -1.642 3.206
H 5.966 -1.735 2.889
H 6.133 -0.433 4.164
*
```


3.
Below is C14H41AgF3O10 as an isolated structure at a distorted geometry, with properties calculated with ωB97M-V with the def2-TZVPD basis set.

HOMO energy (alpha / beta), eV: -8.884 / -8.871
Kohn-Sham gap (alpha / beta), hartree: 0.298 / 0.164
Expectation value of S²: 0.76

Structure (ORCA input):
```
! wB97M-V def2-TZVPD RIJCOSX def2/J DEFGRID3
* xyz 0 2
Ag -3.030 -1.584 0.792
C -3.135 -1.988 3.838
O -2.215 -1.070 3.302
O -3.708 -2.615 2.805
C -2.473 -2.883 4.929
F -1.696 -3.832 4.430
F -1.800 -2.149 5.783
F -3.484 -3.491 5.580
C -2.024 0.155 3.984
C -0.943 0.943 3.269
H -0.762 1.935 3.680
H 0.005 0.406 3.214
H -1.268 1.124 2.238
H -1.718 0.101 5.032
H -2.935 0.765 3.962
H -3.915 -1.415 4.371
C 0.317 0.552 -1.633
C -0.218 -0.629 -0.858
C 0.673 -1.000 0.336
O -1.550 -0.464 -0.450
H 0.606 1.341 -0.928
H -0.370 0.895 -2.404
H 1.275 0.319 -2.105
H -0.119 -1.498 -1.535
H 0.772 -0.252 1.126
H 1.689 -1.250 0.007
H 0.309 -1.906 0.829
C 1.712 -1.340 -4.275
O 2.016 -1.711 -5.616
H 0.807 -1.828 -3.909
H 2.524 -1.620 -3.590
H 1.668 -0.255 -4.251
H 1.914 -2.664 -5.685
C 3.278 0.337 2.702
O 4.131 1.472 2.530
H 2.260 0.699 2.830
H 3.381 -0.421 1.926
H 3.510 -0.133 3.666
H 5.026 1.162 2.693
C 0.999 4.065 -2.696
O 2.324 3.534 -2.916
H 0.424 3.474 -1.983
H 1.133 5.053 -2.244
H 0.562 4.206 -3.680
H 2.836 3.799 -2.146
C -2.186 2.987 -0.976
O -1.800 2.243 0.182
H -3.034 2.481 -1.447
H -2.540 3.951 -0.620
H -1.341 3.032 -1.665
H -1.613 1.302 -0.036
C -2.680 -1.065 -3.606
O -2.668 0.235 -3.053
H -3.233 -1.730 -2.940
H -3.102 -1.078 -4.609
H -1.661 -1.450 -3.738
H -2.334 0.135 -2.145
C 1.555 2.977 0.940
O 2.399 3.679 1.846
H 2.077 2.348 0.204
H 0.897 2.252 1.437
H 1.006 3.771 0.437
H 3.004 3.018 2.220
C 1.112 -4.376 -1.472
O 1.944 -5.516 -1.664
H 1.207 -3.647 -2.277
H 0.077 -4.713 -1.455
H 1.335 -3.943 -0.496
H 2.792 -5.235 -2.016
*
```


4.
Below is a 2-piece molecular cluster, CFO5S overall at a distorted geometry, with properties calculated with ωB97M-V with the def2-TZVPD basis set.

HOMO energy, eV: -5.275
Kohn-Sham gap, hartree: 0.334

Structure (ORCA input):
```
! wB97M-V def2-TZVPD RIJCOSX def2/J DEFGRID3
* xyz -1 1
C -1.886 0.404 0.001
O -2.488 0.852 0.903
O -1.628 0.394 -1.128
O 1.277 -1.864 -0.621
O -0.507 -0.802 0.763
O 1.991 0.477 0.700
F 2.679 1.176 -0.282
S 0.561 -0.636 -0.335
*
```


5.
Below is a 9-piece molecular cluster, C5H31N3O8 overall at a distorted geometry, with properties calculated with ωB97M-V with the def2-TZVPD basis set.

HOMO energy, eV: -8.977
Kohn-Sham gap, hartree: 0.327

Structure (ORCA input):
```
! wB97M-V def2-TZVPD RIJCOSX def2/J DEFGRID3
* xyz 0 1
C 0.802 1.675 -2.586
N 1.671 0.595 -2.197
C 2.625 0.964 -1.074
C 2.701 -0.037 0.041
N 1.796 0.640 1.063
C 1.969 0.190 2.485
C 0.695 -0.639 2.967
N 0.480 -1.806 1.969
H 0.137 1.525 -3.387
H 0.009 1.682 -1.682
H 1.294 2.664 -2.923
H 2.202 0.259 -2.990
H 2.651 1.975 -0.862
H 3.593 1.066 -1.568
H 2.253 -1.014 -0.245
H 3.794 -0.217 0.588
H 0.766 0.607 0.718
H 2.894 -0.417 2.729
H 1.947 1.270 2.914
H -0.295 -0.041 2.865
H 0.825 -1.122 3.886
H -0.192 -2.461 2.401
H -0.103 -1.323 1.222
O -0.819 2.204 1.783
H -0.533 1.434 2.142
H -0.111 2.554 1.261
O 2.608 -3.651 1.116
H 1.841 -3.899 1.606
H 2.245 -2.650 1.072
O -3.365 -1.557 0.416
H -3.900 -0.927 0.938
H -2.786 -0.923 0.146
O -0.456 -0.840 -0.776
H -0.022 -0.367 -1.553
H -0.324 -1.742 -0.834
O -1.284 3.002 -1.531
H -2.308 2.674 -1.381
H -1.182 3.075 -0.516
O -2.291 -0.446 -2.726
H -1.596 -0.260 -3.389
H -2.016 0.300 -2.056
O -3.149 0.921 0.953
H -4.080 1.037 1.235
H -2.615 1.660 1.321
O -2.901 -2.741 -1.980
H -2.736 -2.033 -2.462
H -2.729 -2.863 -1.120
*
```


6.
Below is a 6-piece molecular cluster, C30H52N8O13 overall at a distorted geometry, with properties calculated with ωB97M-V with the def2-TZVPD basis set.

HOMO energy, eV: -8.265
Kohn-Sham gap, hartree: 0.300

Structure (ORCA input):
```
! wB97M-V def2-TZVPD RIJCOSX def2/J DEFGRID3
* xyz 0 1
C -1.094 3.535 4.902
C -0.639 4.718 3.951
C -1.482 4.834 2.620
C -1.083 3.738 1.527
C 0.263 4.128 0.799
C 0.673 3.169 -0.396
C 0.716 1.641 0.037
C -0.226 0.686 -0.812
C -1.659 1.351 -0.764
N -2.718 1.791 -0.689
C 0.332 0.601 -2.294
C -0.597 1.246 -3.392
C -1.795 0.297 -3.832
N -3.155 0.726 -3.833
O -1.485 -0.849 -4.138
C -0.432 -0.758 -0.128
C -1.167 -0.491 1.224
N -1.692 -0.528 2.244
C 0.965 -1.485 0.190
C 0.742 -2.391 1.468
C 1.431 -1.995 2.707
C 1.198 -2.822 3.914
C 0.288 -3.995 3.840
C -0.010 -4.875 5.114
C -0.375 -4.403 2.579
C -0.129 -3.580 1.382
O -1.127 -1.590 -1.051
C -2.469 -1.913 -0.657
C -3.081 -2.760 -1.864
C -4.443 -3.442 -1.377
O -2.150 -3.866 -2.032
H -1.172 2.538 4.383
H -2.069 3.785 5.422
H -0.327 3.450 5.728
H 0.475 4.661 3.787
H -0.821 5.678 4.529
H -2.576 4.755 2.904
H -1.365 5.884 2.202
H -1.929 3.750 0.780
H -1.028 2.754 2.066
H 0.103 5.156 0.348
H 1.087 4.151 1.563
H 0.069 3.352 -1.329
H 1.747 3.454 -0.668
H 0.523 1.598 1.147
H 1.774 1.268 -0.109
H 1.323 1.144 -2.347
H 0.531 -0.466 -2.587
H -0.940 2.293 -3.159
H 0.039 1.341 -4.327
H -3.783 -0.048 -4.085
H -3.469 1.023 -2.901
H 1.824 -0.778 0.301
H 1.134 -2.188 -0.682
H 2.092 -1.096 2.673
H 1.718 -2.508 4.851
H -0.782 -4.359 5.765
H -0.489 -5.828 4.770
H 0.942 -5.015 5.689
H -1.054 -5.294 2.558
H -0.652 -3.863 0.426
H -3.151 -1.020 -0.549
H -2.528 -2.613 0.232
H -3.212 -2.154 -2.798
H -5.178 -2.638 -1.106
H -4.782 -4.123 -2.201
H -4.205 -4.112 -0.496
H -2.133 -4.149 -2.961
C 2.934 -0.035 -6.746
N 2.951 1.219 -5.947
O 3.258 2.246 -6.521
O 2.654 1.124 -4.770
H 3.217 0.198 -7.769
H 3.647 -0.721 -6.295
H 1.922 -0.436 -6.707
C 4.775 4.694 -3.087
N 4.183 4.792 -1.727
O 4.950 4.780 -0.777
O 2.973 4.878 -1.659
H 5.855 4.623 -2.995
H 4.370 3.800 -3.559
H 4.493 5.591 -3.633
C 6.960 7.768 -1.234
N 6.163 7.585 -2.476
O 6.713 7.037 -3.417
O 5.019 7.996 -2.461
H 7.953 7.356 -1.392
H 7.012 8.836 -1.033
H 6.445 7.240 -0.434
C -7.281 -6.450 -4.089
N -7.280 -5.191 -3.297
O -6.969 -4.165 -3.874
O -7.591 -5.281 -2.125
H -6.986 -6.221 -5.110
H -6.571 -7.130 -3.625
H -8.291 -6.854 -4.061
C 1.962 -7.024 9.072
N 1.138 -7.226 7.850
O 1.674 -7.753 6.894
O -0.017 -6.847 7.898
H 2.962 -7.406 8.886
H 1.988 -5.955 9.277
H 1.484 -7.569 9.883
*
```


| no. | E_tot (a.u.) |
| --- | --- |
| 1 | -2946.3379 |
| 2 | -1487.3282 |
| 3 | -1756.7214 |
| 4 | -912.3175 |
| 5 | -975.0566 |
| 6 | -2589.8819 |